(1)
{"formula": "C3H10NS", "method": "ωB97M-V with the def2-TZVPD basis set", "lumo_energy_ev": [-5.39, -4.11], "homo_ev": [-12.90, -13.20], "gap_ev": [7.51, 9.09], "total_charge": 1, "symbols": ["C", "C", "C", "N", "S", "H", "H", "H", "H", "H", "H", "H", "H", "H", "H"], "coordinates": [[1.87939, -1.98626, -0.03551], [-0.81218, 2.08270, 0.07577], [-0.47959, -0.19820, -0.54186], [-0.12329, 0.77693, 0.44982], [-1.78336, -1.10114, 0.05388], [1.12008, -2.70901, 0.21424], [2.41959, -2.01678, -0.98215], [1.99996, -1.35783, 0.83175], [-1.88799, 1.88313, 0.19253], [-0.53055, 2.89246, 0.85544], [-0.38370, 2.41489, -0.91221], [0.47065, -0.81714, -0.96183], [-0.41160, 0.60767, 1.37708], [0.82306, 0.92971, 0.41588], [-2.30047, -1.40113, -1.03284]], "forces_ev_per_a": [[-0.942, -0.125, 0.209], [0.902, 1.878, 1.013], [2.042, -2.732, -0.874], [-1.951, 1.923, -1.461], [0.286, 0.448, 3.000], [0.014, -0.509, -0.539], [0.043, 0.179, 0.634], [0.920, 0.461, -0.277], [0.454, 0.265, -0.749], [-0.340, -1.436, -1.169], [-1.073, -0.525, 0.926], [-1.824, 1.591, 0.524], [-0.298, -0.813, 1.644], [3.134, 0.422, 0.198], [-1.365, -1.027, -3.080]]}



(2)
{"formula": "C3H10NS", "method": "ωB97M-V with the def2-TZVPD basis set", "lumo_energy_ev": -3.86, "homo_ev": -13.28, "gap_ev": 9.42, "smiles": "C[C@H]([NH3+])CS", "total_charge": 1, "symbols": ["C", "C", "N", "C", "S", "H", "H", "H", "H", "H", "H", "H", "H", "H", "H"], "coordinates": [[1.05616, -1.25955, -0.07011], [0.35505, 0.12101, 0.15983], [-0.43833, -0.05438, 1.47571], [-0.50039, 0.45143, -1.08735], [-0.38120, 2.19634, -1.68554], [1.47164, -1.13810, -1.03399], [0.31454, -2.03227, -0.12672], [1.90754, -1.63522, 0.61301], [1.16346, 1.00201, 0.33590], [-1.07327, 0.85029, 1.56877], [-0.85178, -0.99007, 1.48221], [0.15922, -0.02079, 2.25230], [-0.17059, -0.38729, -1.77780], [-1.53403, 0.21465, -1.02312], [-1.47803, 2.68195, -1.08307]], "forces_ev_per_a": [[1.072, 0.702, 1.455], [2.500, 0.363, 0.738], [-1.625, 3.112, -1.881], [0.928, -0.720, -0.176], [0.314, -0.843, -0.014], [0.737, -0.305, -1.018], [-0.523, -0.533, -0.092], [-1.480, 1.078, -0.684], [-2.039, -2.096, -0.233], [0.847, -2.831, -0.033], [-0.821, 0.507, -0.036], [1.403, 0.078, 1.435], [-0.225, 1.869, -0.142], [-1.066, -0.133, 0.660], [-0.021, -0.247, 0.021]]}



(3)
{"formula": "C3H10NS", "method": "ωB97M-V with the def2-TZVPD basis set", "lumo_energy_ev": -3.29, "homo_ev": -14.36, "gap_ev": 11.07, "total_charge": 1, "symbols": ["C", "N", "H", "H", "H", "H", "C", "S", "C", "H", "H", "H", "H", "H", "H"], "coordinates": [[-1.04884, 0.75323, 0.74053], [-0.53174, 0.26058, 1.95224], [-2.19891, 0.74520, 0.66164], [-0.69045, 1.74529, 0.40446], [0.39890, 0.61195, 2.03363], [-1.17783, 0.23901, 2.79063], [0.33886, 0.49726, -1.87653], [-0.61961, -0.54061, -0.74799], [0.75146, -1.52248, 0.00001], [0.00719, 1.59712, -1.70609], [0.22231, 0.51308, -3.01247], [1.48498, 0.53430, -1.68614], [0.30158, -2.24144, 0.79226], [1.20490, -2.20649, -0.78658], [1.55720, -0.98600, 0.44041]], "forces_ev_per_a": [[-2.027, -0.388, -0.013], [-1.617, 0.361, -0.256], [1.861, -0.058, 0.329], [0.167, -0.752, -0.142], [0.336, 0.048, 1.191], [1.447, 0.111, -1.531], [1.502, 3.530, -1.095], [1.557, 0.186, 0.184], [-1.220, -2.952, -0.017], [0.400, -1.734, 0.193], [-0.344, -1.277, 1.573], [-2.071, -0.515, 0.030], [0.566, 1.444, -1.346], [-0.860, 1.014, 0.618], [0.303, 0.979, 0.282]]}



(4)
{"formula": "C3H10NS", "method": "ωB97M-V with the def2-TZVPD basis set", "lumo_energy_ev": -9.23, "homo_ev": -14.33, "gap_ev": 5.10, "total_charge": 1, "symbols": ["C", "C", "C", "S", "N", "H", "H", "H", "H", "H", "H", "H", "H", "H", "H"], "coordinates": [[-0.77613, 0.31762, -0.29497], [0.26147, -0.30232, -1.27004], [1.52185, -0.90458, -0.56774], [1.97522, 0.02767, 0.85662], [-0.52705, 1.68676, -0.02650], [-1.76589, 0.25155, -0.73005], [-0.67539, -0.27980, 0.62195], [0.61941, 0.52267, -1.88604], [-0.21256, -1.15676, -1.72724], [2.41187, -0.94160, -1.19991], [1.36643, -1.89919, -0.19240], [-1.41052, -0.53842, 3.13296], [-1.32563, 2.18212, 0.35004], [0.41400, 1.91343, 0.28221], [-1.87707, -0.87916, 2.65110]], "forces_ev_per_a": [[0.808, 0.122, -0.995], [-0.073, 0.422, 1.490], [1.237, 1.596, 0.009], [-0.514, -0.161, -0.039], [-0.019, -0.636, -0.141], [-0.328, -0.317, 0.230], [-0.475, -0.299, 0.300], [-0.164, -0.584, -0.540], [-0.089, 0.140, -0.752], [-0.286, -0.202, -0.237], [-0.444, -0.866, 0.310], [-0.209, -0.149, -0.228], [0.453, 0.224, 0.398], [-0.099, 0.563, -0.044], [0.203, 0.149, 0.240]]}



(5)
{"formula": "C3H10NS", "method": "ωB97M-V with the def2-TZVPD basis set", "lumo_energy_ev": [-3.53, -6.12], "homo_ev": [-10.93, -15.07], "gap_ev": [7.40, 8.95], "s_squared": 2.009, "total_charge": 1, "multiplicity": 3, "symbols": ["C", "C", "C", "N", "S", "H", "H", "H", "H", "H", "H", "H", "H", "H", "H"], "coordinates": [[-1.38059, -1.73122, 0.19756], [1.79988, 1.08499, -0.07219], [-0.40424, 0.30164, -0.34096], [0.80973, 0.13118, 0.43749], [-1.55898, 1.55115, 0.17735], [-2.51596, -1.69672, 0.18890], [-1.05812, -2.36467, -0.69903], [-0.90313, -1.96870, 1.19745], [1.62528, 2.17930, 0.05455], [2.64233, 0.78697, 0.47679], [2.04356, 0.85040, -1.21304], [-0.26812, 0.26361, -1.47714], [0.31931, 0.42685, 1.29420], [1.17070, -0.89304, 0.52862], [-2.32165, 1.07826, -0.75055]], "forces_ev_per_a": [[-2.028, -4.036, 0.312], [1.796, 0.002, -2.424], [0.027, 2.877, -3.455], [-2.402, -0.176, -0.100], [1.925, -1.142, 0.662], [1.574, 0.337, 0.347], [0.056, 1.187, 1.298], [-0.615, 0.411, -1.251], [-0.559, -1.176, 0.100], [1.812, 0.273, 0.558], [-0.828, 0.471, 2.496], [-0.156, -0.409, 1.816], [1.577, -0.381, 0.932], [-0.831, 1.927, -0.277], [-1.349, -0.164, -1.014]]}



(6)
{"formula": "C3H10NS2", "method": "ωB97M-V with the def2-TZVPD basis set", "lumo_energy_ev": -3.29, "homo_ev": -13.61, "gap_ev": 10.32, "total_charge": 1, "symbols": ["C", "C", "C", "N", "S", "S", "H", "H", "H", "H", "H", "H", "H", "H", "H", "H"], "coordinates": [[-0.95455, 0.44180, -0.32343], [-0.78940, -1.51483, -0.90863], [0.36804, 1.09110, 0.02822], [1.11338, 0.22138, 0.98896], [0.66945, -2.42178, -0.21172], [0.10273, 2.84340, 0.68663], [-1.64521, 0.41895, 0.48297], [-1.54238, 0.82824, -1.14289], [-0.87755, -1.54036, -1.96820], [-1.66962, -1.95924, -0.52454], [0.93825, 1.23658, -0.96157], [1.28697, -1.00947, 0.67889], [0.46360, 0.07902, 1.83663], [1.96709, 0.73354, 1.15545], [1.70149, -2.12938, -1.18066], [-1.13229, 2.68106, 1.36390]], "forces_ev_per_a": [[0.458, -3.496, -1.261], [1.122, 3.416, 1.738], [-0.851, 0.546, -1.943], [-1.402, -1.374, 0.612], [0.738, 0.480, -1.776], [-0.828, -1.141, 0.239], [-0.357, -0.393, 1.088], [0.560, 0.397, -0.431], [0.503, 0.132, -0.810], [-0.678, -0.460, 0.765], [-0.361, -0.259, 1.821], [-0.778, 2.133, -0.290], [1.745, 0.772, -1.132], [0.356, -0.205, 1.023], [-1.679, -0.383, 1.159], [1.451, -0.166, -0.802]]}



(7)
{"formula": "C3H10NS2", "method": "ωB97M-V with the def2-TZVPD basis set", "lumo_energy_ev": -4.57, "homo_ev": -12.63, "gap_ev": 8.05, "total_charge": 1, "symbols": ["C", "C", "C", "N", "S", "S", "H", "H", "H", "H", "H", "H", "H", "H", "H", "H"], "coordinates": [[0.18791, -0.05665, 2.98251], [-0.37736, 0.77772, 1.82078], [-0.37660, 0.31001, 0.45641], [0.24433, -0.70613, 0.05812], [0.07578, -0.99179, -3.47519], [0.36907, 0.63542, -4.79415], [0.22850, 0.63208, 3.80713], [1.30983, -0.21886, 2.67961], [-0.32412, -0.97524, 3.26394], [0.21999, 1.82943, 1.85269], [-1.41572, 1.17762, 1.87979], [-0.82730, 0.87619, -0.28410], [0.34259, -0.95874, -0.88668], [0.80931, 0.10864, -5.93588], [0.56781, -1.41071, 0.70407], [-1.03402, -1.02898, -4.12904]], "forces_ev_per_a": [[2.090, 0.466, -1.657], [-0.379, 2.559, 0.894], [1.239, 0.438, 1.095], [0.471, -1.915, 0.936], [1.226, 0.688, -0.788], [0.348, 0.942, 0.794], [-0.042, -0.071, 0.594], [-1.972, -0.203, 0.856], [0.018, 0.070, -0.246], [-1.194, -2.243, -0.594], [0.350, -0.323, 0.831], [-0.830, 1.305, -1.400], [-0.253, -0.166, -1.779], [0.186, -0.710, 0.014], [0.482, 0.127, 0.394], [-1.741, -0.963, 0.056]]}



(8)
{"formula": "C3H10NS2", "method": "ωB97M-V with the def2-TZVPD basis set", "lumo_energy_ev": [-8.54, -11.87], "homo_ev": [-19.00, -20.85], "gap_ev": [10.46, 8.98], "s_squared": 0.755, "total_charge": 2, "multiplicity": 2, "symbols": ["N", "C", "C", "C", "S", "S", "H", "H", "H", "H", "H", "H", "H", "H", "H", "H"], "coordinates": [[-1.17376, -0.78442, -0.36499], [0.12972, -0.58542, 0.42498], [-0.23234, -0.44739, 1.91810], [0.82905, 0.72170, 0.01557], [1.69295, 0.72848, -1.61440], [0.39082, 1.66638, -2.80982], [-1.35495, -1.78467, -0.50305], [-1.98131, -0.42255, 0.15427], [-1.12726, -0.36455, -1.29413], [0.74829, -1.45320, 0.24153], [-1.24408, -0.76200, 2.17827], [0.43973, -1.03017, 2.54627], [-0.15206, 0.59637, 2.24251], [0.18759, 1.60363, 0.10715], [1.68978, 0.81465, 0.67236], [1.15783, 1.50315, -3.91463]], "forces_ev_per_a": [[0.371, -0.346, 0.042], [-0.719, 0.676, 0.484], [0.229, 0.191, 0.320], [0.121, -0.315, -0.484], [-0.296, 0.007, -0.086], [0.223, -0.053, 0.193], [-0.005, -0.016, 0.028], [0.078, 0.202, -0.159], [-0.264, -0.013, -0.044], [0.080, -0.166, -0.173], [-0.009, -0.200, -0.244], [0.065, -0.004, -0.109], [-0.024, -0.146, -0.068], [0.132, -0.072, 0.026], [0.033, 0.238, 0.296], [-0.015, 0.017, -0.022]]}



(9)
{"formula": "C3H10O", "method": "ωB97M-V with the def2-TZVPD basis set", "lumo_energy_ev": 0.93, "homo_ev": -11.06, "gap_ev": 11.99, "smiles": "CCC.O", "symbols": ["C", "C", "C", "H", "H", "H", "H", "H", "H", "H", "H", "O", "H", "H"], "coordinates": [[0.46020, 0.57253, -1.05315], [-0.80835, 0.31232, -0.22784], [-1.44172, 1.55491, 0.39984], [0.14649, 1.13579, -2.02559], [0.86201, -0.40556, -1.37600], [1.21041, 1.18961, -0.55753], [-0.63241, -0.33414, 0.53557], [-1.56558, -0.26661, -1.03189], [-2.38945, 1.35954, 0.84675], [-0.80294, 2.07723, 1.22118], [-1.53537, 2.37035, -0.38034], [1.45318, -2.19385, 0.87799], [1.44099, -1.93280, 0.00625], [2.37963, -2.28115, 1.02463]], "forces_ev_per_a": [[-1.120, 0.546, -1.702], [-1.887, 0.798, -3.685], [1.625, 2.139, -0.519], [0.674, -0.912, 1.612], [0.145, 0.595, 0.077], [0.029, -0.224, 0.129], [0.664, -2.264, 2.055], [1.608, 1.617, 2.339], [-0.773, -0.159, 0.186], [-0.723, -1.270, -1.291], [-0.251, -0.853, 0.757], [-0.582, -0.762, 2.587], [-0.516, 0.990, -3.174], [1.107, -0.241, 0.628]]}



(10)
{"formula": "C3H10O2", "method": "ωB97M-V with the def2-TZVPD basis set", "lumo_energy_ev": 0.96, "homo_ev": -10.05, "gap_ev": 11.01, "smiles": "CCO.CO", "symbols": ["C", "C", "O", "H", "H", "H", "H", "H", "H", "C", "O", "H", "H", "H", "H"], "coordinates": [[2.56543, -0.07820, -0.12030], [1.08488, -0.35400, 0.01761], [0.59058, -0.36091, 1.34787], [2.80091, 0.79476, 0.49473], [2.76802, 0.13891, -1.16963], [3.23089, -0.87404, 0.20999], [0.53786, 0.47035, -0.44320], [0.76140, -1.25708, -0.50986], [1.24381, -0.79176, 1.91214], [-2.73981, 0.51907, -0.59391], [-2.09028, -0.45103, 0.22030], [-2.41609, 1.54620, -0.39266], [-3.82589, 0.43531, -0.45432], [-2.53895, 0.33175, -1.62040], [-1.97276, -0.06933, 1.10167]], "forces_ev_per_a": [[-0.089, 0.291, 0.275], [-0.602, 0.210, -0.317], [0.491, -0.167, 0.504], [0.089, 0.098, -0.232], [0.200, 0.034, 0.062], [-0.153, -0.287, -0.027], [0.055, -0.042, -0.179], [0.179, -0.092, 0.073], [-0.151, -0.011, -0.048], [-0.603, 0.049, 1.006], [0.043, 0.432, -0.058], [-0.025, -0.109, 0.159], [0.082, 0.274, -0.051], [0.347, -0.424, -0.864], [0.138, -0.256, -0.305]]}



(11)
{"formula": "C3H10O2", "method": "ωB97M-V with the def2-TZVPD basis set", "lumo_energy_ev": 0.77, "homo_ev": -10.16, "gap_ev": 10.94, "smiles": "CCO.CO", "symbols": ["C", "C", "O", "H", "H", "H", "H", "H", "H", "C", "O", "H", "H", "H", "H"], "coordinates": [[0.14565, -3.39246, -0.82689], [0.15899, -1.90817, -0.54509], [-1.15845, -1.33483, -0.54269], [0.05504, -3.74470, -1.86086], [1.19850, -3.62873, -0.68868], [-0.45612, -3.96020, -0.12703], [0.62126, -1.30891, -1.35853], [0.68554, -1.71394, 0.37735], [-1.73329, -2.07753, -0.75519], [-0.36061, 3.97249, 1.12562], [1.11582, 4.05856, 1.07828], [-0.69015, 4.45867, 2.09184], [-0.55692, 4.45941, 0.19015], [-0.56481, 2.89153, 0.98574], [1.53955, 3.22879, 0.85598]], "forces_ev_per_a": [[1.752, 0.054, -0.388], [-0.928, 0.947, -1.824], [-0.206, -0.541, 0.520], [-0.894, 0.538, 0.078], [0.204, -0.631, 0.546], [-0.111, -0.088, 0.057], [0.570, -0.762, 0.465], [-0.101, 0.154, 0.447], [-0.281, 0.338, 0.102], [2.592, -0.972, -0.016], [-0.174, 0.534, 0.742], [0.035, -0.711, -1.412], [-1.367, 0.618, 0.006], [-0.714, 0.720, 0.630], [-0.378, -0.199, 0.046]]}



(12)
{"formula": "C3H10O2", "method": "ωB97M-V with the def2-TZVPD basis set", "lumo_energy_ev": 0.78, "homo_ev": -10.02, "gap_ev": 10.80, "smiles": "CC(C)O.O", "symbols": ["C", "C", "C", "O", "H", "H", "H", "H", "H", "H", "H", "H", "O", "H", "H"], "coordinates": [[0.19116, 0.66462, 0.01354], [-1.29605, 0.28092, -0.01965], [-1.54351, -0.86896, 0.95134], [-2.11286, 1.45512, 0.05789], [0.48268, 1.24291, -0.89384], [0.33043, 1.37538, 0.84868], [0.88228, -0.17415, 0.10089], [-1.47573, -0.07542, -1.04705], [-1.16053, -1.83010, 0.49817], [-1.11802, -0.56985, 1.90283], [-2.61796, -0.99685, 1.03559], [-2.90752, 1.37106, 0.58925], [4.05942, -0.21096, -1.35948], [4.80223, -0.73291, -1.03152], [3.48397, -0.93080, -1.64664]], "forces_ev_per_a": [[-0.192, 1.663, -0.237], [0.679, -0.648, -1.643], [-0.502, 0.194, -0.975], [0.553, 0.180, 0.495], [-0.278, -0.440, 0.523], [0.159, -0.473, -0.116], [-0.267, -0.085, 0.106], [-0.072, -0.298, 0.241], [-0.029, 1.127, 0.831], [0.113, -0.573, 0.331], [-0.263, -0.169, 0.322], [0.108, -0.476, 0.120], [0.083, -0.733, 0.037], [0.219, 0.405, 0.110], [-0.310, 0.326, -0.147]]}